[1]
# C16H18Br2N2O2PtSSe

A molecular structure, C16H18Br2N2O2PtSSe (ωB97M-V/def2-TZVPD, OMol25).

Output
- LUMO (hartree) = -0.0451
- HOMO-LUMO gap (eV) = 6.84
- E_HOMO (eV) = -8.064

The geometry in ORCA input format:
```
! wB97M-V def2-TZVPD RIJCOSX def2/J DEFGRID3
* xyz 0 1
Pt -0.32 1.36 -2.32
Br -3.87 -0.46 0.90
C -2.76 1.06 1.04
C -2.84 1.88 2.18
C -2.05 2.97 2.33
Br -2.21 4.04 3.88
C -1.10 3.32 1.33
C -0.20 4.40 1.36
C 0.67 4.60 0.32
C 0.67 3.71 -0.76
N -0.16 2.69 -0.81
C -1.04 2.48 0.20
C -1.87 1.34 0.03
O -1.71 0.64 -1.07
H -3.56 1.62 2.94
H -0.21 5.08 2.21
H 1.37 5.42 0.32
H 1.34 3.83 -1.60
Se 0.35 1.40 -4.55
C -1.13 2.56 -4.23
N -1.98 3.35 -4.26
C 0.90 -2.98 2.81
C 2.09 -2.25 2.21
C 2.05 -2.23 0.69
S 0.66 -1.20 0.09
O 1.22 -0.33 -1.00
C -0.36 -2.47 -0.73
C 0.04 -2.73 -2.18
C 1.40 -3.39 -2.38
H 0.96 -3.01 3.90
H 0.86 -4.02 2.46
H -0.04 -2.50 2.55
H 3.02 -2.72 2.52
H 2.13 -1.22 2.58
H 1.97 -3.24 0.28
H 2.93 -1.75 0.25
H -1.38 -2.07 -0.70
H -0.32 -3.36 -0.11
H 0.00 -1.79 -2.72
H -0.75 -3.36 -2.61
H 2.20 -2.72 -2.07
H 1.55 -3.62 -3.44
H 1.48 -4.32 -1.83
*
```

***

[2]
# C16H18Br6N4O8

A molecular structure, C16H18Br6N4O8 at a distorted geometry (ωB97M-V/def2-TZVPD, OMol25).

Output
- LUMO (hartree) = -0.0418
- HOMO-LUMO gap (eV) = 8.82
- E_HOMO (eV) = -9.961

The geometry in ORCA input format:
```
! wB97M-V def2-TZVPD RIJCOSX def2/J DEFGRID3
* xyz 0 1
C -0.14 -2.03 -2.80
N -0.30 -0.79 -3.56
O -1.22 -0.01 -3.25
O 0.66 -0.60 -4.29
H 0.46 -1.75 -1.94
H 0.43 -2.66 -3.48
H -1.07 -2.45 -2.40
C 1.85 5.44 -0.64
N 3.32 5.33 -0.84
O 3.94 6.40 -1.14
O 3.76 4.20 -0.66
H 1.45 4.69 0.03
H 1.32 5.36 -1.59
H 1.68 6.41 -0.17
C 3.45 -0.36 -1.50
C 4.09 0.36 -0.50
C 5.45 0.15 -0.30
C 6.15 -0.77 -1.01
C 5.43 -1.66 -1.89
C 4.08 -1.37 -2.13
N 7.59 -0.78 -0.90
O 8.11 0.15 -0.26
O 8.27 -1.62 -1.46
H 2.43 -0.11 -1.78
H 3.54 1.14 0.01
H 5.85 0.79 0.47
H 5.85 -2.58 -2.29
H 3.69 -1.89 -3.00
C -6.85 -2.44 2.73
C -6.59 -3.78 2.26
C -5.45 -4.03 1.42
C -4.65 -2.94 1.07
C -4.95 -1.63 1.56
C -6.00 -1.37 2.34
N -3.50 -3.11 0.14
O -3.26 -4.19 -0.45
O -2.88 -2.10 -0.12
H -7.72 -2.23 3.35
H -7.23 -4.63 2.49
H -5.07 -4.96 1.04
H -4.29 -0.81 1.35
H -6.27 -0.37 2.64
C -0.12 1.10 0.28
Br 0.88 1.82 1.80
Br -0.04 2.51 -1.17
Br -2.05 0.68 0.63
H 0.46 0.23 -0.02
C -2.82 2.61 3.92
Br -4.18 3.61 2.94
Br -3.71 1.25 4.97
Br -1.53 3.69 5.00
H -2.31 2.11 3.09
*
```

***

[3]
# C16H18Cl4N2O

2 unconnected molecules or ions with the total composition C16H18Cl4N2O at a distorted geometry (ωB97M-V/def2-TZVPD, OMol25).

Output
- LUMO (hartree) = -0.0316
- HOMO-LUMO gap (eV) = 7.63
- E_HOMO (eV) = -8.488

The geometry in ORCA input format:
```
! wB97M-V def2-TZVPD RIJCOSX def2/J DEFGRID3
* xyz 0 1
C 2.77 -1.41 1.56
C 2.29 0.02 0.98
C 2.36 0.15 -0.62
C 1.74 -1.10 -1.42
C 0.44 -0.63 -2.29
C -0.79 -0.53 -1.23
C -1.83 -1.70 -0.98
C -2.96 -1.53 0.09
C -3.13 -0.22 0.96
N -4.19 -0.22 1.94
C -4.18 1.03 2.63
C -3.21 2.23 2.37
C -3.37 3.59 3.23
C -2.75 4.79 2.31
O -1.50 4.98 2.24
N -2.16 2.19 1.40
C -2.12 0.93 0.70
C -0.98 0.76 -0.39
H 3.49 -1.89 0.82
H 3.23 -1.33 2.62
H 1.86 -2.10 1.64
H 2.99 0.81 1.46
H 1.24 0.25 1.40
H 1.74 1.07 -0.91
H 3.45 0.40 -0.90
H 2.53 -1.64 -2.10
H 1.35 -1.94 -0.71
H 0.60 0.41 -2.75
H 0.21 -1.40 -3.11
H -1.71 -2.66 -1.59
H -3.68 -2.43 0.22
H -4.99 1.18 3.44
H -4.45 3.82 3.52
H -2.68 3.56 4.16
H -3.42 5.51 1.70
H -0.27 1.65 -0.56
C 4.42 -3.32 -4.37
Cl 4.78 -1.65 -3.88
Cl 2.66 -3.59 -4.28
Cl 4.97 -3.58 -6.04
Cl 5.25 -4.45 -3.28
*
```

***

[4]
# C16H18ClN3O4S

C16H18ClN3O4S in the gas phase at a distorted geometry (ωB97M-V/def2-TZVPD, OMol25).

Output
- LUMO (hartree) = 0.0144
- HOMO-LUMO gap (eV) = 9.18
- E_HOMO (eV) = -8.783

The geometry in ORCA input format:
```
! wB97M-V def2-TZVPD RIJCOSX def2/J DEFGRID3
* xyz 0 1
C -2.63 -1.64 -1.83
N -2.04 -0.85 -0.79
C -2.42 -0.86 0.50
C -1.64 0.03 1.20
C -0.75 0.61 0.30
C -1.02 0.05 -0.95
C -0.37 0.28 -2.25
O -0.56 -0.44 -3.21
N 0.46 1.37 -2.25
C 1.25 1.87 -3.28
C 1.34 1.27 -4.54
C 2.15 1.83 -5.51
C 2.88 2.97 -5.26
C 2.79 3.56 -4.01
C 1.99 3.02 -3.02
H 1.93 3.50 -2.05
Cl 3.69 5.00 -3.67
H 3.51 3.41 -6.02
H 2.21 1.36 -6.48
H 0.77 0.38 -4.74
H 0.50 1.90 -1.39
H -0.02 1.34 0.56
S -1.72 0.35 2.95
O -1.18 1.65 3.20
O -3.03 0.03 3.41
N -0.67 -0.76 3.62
C -1.08 -2.14 3.53
H -2.13 -2.19 3.81
C -0.20 -2.97 4.47
H -0.41 -4.03 4.37
O 1.16 -2.80 4.16
C 1.55 -1.45 4.26
H 2.61 -1.41 4.01
C 0.72 -0.57 3.31
H 0.95 0.48 3.45
H 0.94 -0.87 2.27
H 1.40 -1.09 5.29
H -0.39 -2.65 5.51
H -0.96 -2.52 2.50
H -3.22 -1.47 0.86
H -3.47 -2.20 -1.41
H -2.98 -1.01 -2.64
H -1.90 -2.33 -2.25
*
```

***

| no. | M (g/mol) |
| --- | --- |
| 1 | 736.2 |
| 2 | 873.8 |
| 3 | 396.1 |
| 4 | 383.9 |